Entry 1:
Formula: C3H5N3
Source: the OMol25 dataset
Level of theory: the ωB97M-V functional and the def2-TZVPD basis

LUMO = 0.67 eV
gap between HOMO and LUMO = 10.931 eV
HOMO level = -10.3 eV
energy above the lowest of the compared OMol25 structures with the same formula, charge and spin = 194.3 kJ/mol

ORCA input file:
```
! wB97M-V def2-TZVPD RIJCOSX def2/J DEFGRID3
* xyz 0 1
C -1.45211 -0.33888 0.04857
N -0.57060 -0.28768 -1.12274
C 0.38807 0.63533 -1.15495
N 1.21621 1.45480 -1.16156
C 1.56918 -0.45157 2.08830
N 2.03312 0.29844 1.31429
H -0.91341 -0.65147 0.94879
H -2.25834 -1.04283 -0.16691
H -1.88344 0.65221 0.20781
H -0.30103 -1.17777 -1.51850
H 2.17234 0.90940 0.51691
*
```

Entry 2:
Formula: C4H5N3O
Source: the OMol25 dataset
Level of theory: the ωB97M-V functional and the def2-TZVPD basis

LUMO = -0.22 eV
structure (SMILES) = CN/N=C(\C#N)C=O
gap between HOMO and LUMO = 9.307 eV
HOMO level = -9.5 eV
energy above the lowest of the compared OMol25 structures with the same formula, charge and spin = 265.0 kJ/mol

ORCA input file:
```
! wB97M-V def2-TZVPD RIJCOSX def2/J DEFGRID3
* xyz 0 1
C -3.07487 -0.33682 -0.16285
C 0.45526 0.25650 -0.09097
C 1.31106 1.28611 -0.72037
C 1.02951 -0.77956 0.70694
H -3.53807 -1.19638 -0.66384
H -3.16554 0.58244 -0.79608
H -3.60298 -0.23322 0.81573
H -1.33979 -1.21951 0.80645
H 0.69721 2.03253 -1.30833
N -1.66607 -0.56389 0.11194
N -0.81354 0.29334 -0.37821
N 1.41973 -1.65186 1.35630
O 2.50534 1.36671 -0.61008
*
```

Entry 3:
Formula: C2H12O5
Source: the OMol25 dataset
Level of theory: the ωB97M-V functional and the def2-TZVPD basis

LUMO (spin up / spin down) = 3.03 / 2.99 eV
gap between HOMO and LUMO (spin up / spin down) = 2.605 / 8.693 eV
HOMO level (spin up / spin down) = 0.4 / -5.7 eV
energy above the lowest of the compared OMol25 structures with the same formula, charge and spin = 214.9 kJ/mol
⟨S²⟩ = 0.75

ORCA input file:
```
! wB97M-V def2-TZVPD RIJCOSX def2/J DEFGRID3
* xyz -1 2
C -1.74055 2.48143 3.17837
C -1.13794 1.31479 2.87866
O -0.07764 1.42204 2.08140
H -2.72286 2.65513 3.51257
H -1.04977 3.37628 2.78011
H -1.48800 0.35729 3.40952
H 0.09145 0.55966 1.67445
H -1.94519 0.69063 -0.23887
H -1.64909 0.47372 -1.84198
O -1.45095 0.17686 -0.86335
H 1.11787 0.35469 -1.22426
H 0.87222 0.78680 -2.50573
O 1.61645 0.25736 -2.02800
H 3.96784 -2.13263 -5.37454
H 3.83947 -3.66331 -4.84194
O 4.30672 -2.80035 -4.71268
H -1.31167 -1.74263 0.80665
H -0.64963 -2.78560 1.79772
O -0.58873 -1.78217 1.51191
*
```

Entry 4:
Formula: C7H32O9
Source: the OMol25 dataset
Level of theory: the ωB97M-V functional and the def2-TZVPD basis

LUMO = 0.41 eV
structure (SMILES) = CO.CO.CO.CO.CO.CO.CO.O.O
gap between HOMO and LUMO = 10.240 eV
HOMO level = -9.8 eV
energy above the lowest of the compared OMol25 structures with the same formula, charge and spin = 284.5 kJ/mol

ORCA input file:
```
! wB97M-V def2-TZVPD RIJCOSX def2/J DEFGRID3
* xyz 0 1
O 2.72865 1.02452 3.52255
H 2.20873 0.44386 2.94995
H 2.73429 0.64746 4.39896
O 3.31926 1.91214 -1.51197
H 2.74145 2.57641 -1.89387
H 3.41654 2.19104 -0.59661
C -2.12635 -2.71516 -2.61811
O -2.81705 -1.98199 -3.63989
H -1.60073 -3.58729 -3.01667
H -1.32002 -2.03843 -2.35993
H -2.77357 -3.02581 -1.79801
H -3.60348 -2.44496 -3.92386
C 4.31043 -1.22267 -2.71662
O 3.21144 -0.97821 -1.80375
H 4.00651 -1.13409 -3.76151
H 5.24665 -0.73828 -2.44682
H 4.40129 -2.29339 -2.58455
H 3.07919 -0.04259 -1.65254
C -0.36281 2.46857 3.47368
O -0.92427 3.76107 3.62187
H -0.15054 2.38330 2.41185
H 0.50868 2.25577 4.09638
H -1.08569 1.65520 3.59621
H -0.92778 4.01335 4.53931
C -3.49135 -0.56384 0.04790
O -3.52621 -0.78751 1.48010
H -4.09032 -1.21189 -0.59275
H -3.68413 0.47800 -0.23525
H -2.46237 -0.68388 -0.29363
H -4.41205 -0.70058 1.81402
C 0.54380 0.36534 0.25987
O 0.92277 -0.11253 1.51140
H -0.09268 -0.28012 -0.36192
H 0.02067 1.32356 0.21106
H 1.43043 0.46631 -0.36552
H 0.30536 -0.77123 1.85988
C -0.09410 1.56602 -3.41295
O 0.34981 2.81667 -3.84294
H -0.59491 1.70933 -2.45782
H -0.79377 1.06318 -4.08476
H 0.73032 0.87752 -3.21659
H 0.78320 2.71439 -4.69172
C -0.83496 -1.99456 3.65276
O -1.06268 -1.95311 2.28528
H -1.55027 -2.60694 4.19147
H 0.17104 -2.35417 3.86871
H -0.88345 -0.96224 3.99271
H -1.90496 -1.52756 2.09463
*
```

Entry 5:
Formula: C21H36Cl2N3O
Source: the OMol25 dataset
Level of theory: the ωB97M-V functional and the def2-TZVPD basis

LUMO = -4.58 eV
gap between HOMO and LUMO = 5.533 eV
HOMO level = -10.1 eV

ORCA input file:
```
! wB97M-V def2-TZVPD RIJCOSX def2/J DEFGRID3
* xyz 1 1
C 3.85061 -6.22989 -0.50242
C 2.87747 -5.02186 -0.44997
C 2.88131 -4.12925 -1.71112
C 3.16926 -2.62962 -1.41502
C 4.50446 -2.57346 -0.63206
C 1.98068 -2.07443 -0.62350
N 0.87983 -2.78991 -0.63641
N -0.13620 -2.30707 0.04199
C -0.24491 -1.18284 0.71849
C -1.53113 -0.83526 1.40085
C -2.64964 -0.88481 0.33659
C -3.44802 -2.17469 0.32014
O -3.92800 -0.89836 0.83538
C 0.89196 -0.37084 0.76069
C 1.98396 -0.82530 0.07568
C 3.18998 0.06600 0.08649
Cl 3.56007 1.04464 -1.28721
C 3.96694 0.11119 1.17076
C 5.20746 0.94867 1.30119
Cl 3.55319 -0.86310 2.56903
H 3.25865 -7.14016 -0.62644
H 4.31728 -6.34117 0.48003
H 4.60071 -6.16753 -1.29044
H 1.86555 -5.43220 -0.35824
H 3.03271 -4.46258 0.47898
H 1.98519 -4.24019 -2.32356
H 3.72295 -4.45661 -2.33227
H 3.19589 -2.09397 -2.36939
H 4.38792 -2.25706 0.40055
H 5.15227 -1.82561 -1.10548
H 5.05453 -3.51259 -0.68187
H -0.97155 -2.89134 0.03415
H -1.80365 -1.57540 2.15501
H -1.50027 0.18905 1.77210
H -2.45007 -0.40685 -0.61974
H -4.07914 -2.37115 -0.53686
H -3.26120 -2.89492 1.11022
H 0.88182 0.55692 1.31656
H 5.84242 0.84700 0.41920
H 5.77998 0.56225 2.14742
H 4.97804 1.99760 1.49949
C -5.10986 2.45577 0.86219
C -4.72180 3.74976 0.16554
N -3.46482 4.29965 0.64351
C -3.22486 5.66580 0.20216
C -3.04756 5.91508 -1.29914
C -2.32319 3.41045 0.58490
C -1.93278 2.81960 -0.77840
H -5.12721 2.58064 1.94586
H -6.10570 2.14591 0.54400
H -4.42562 1.64210 0.61586
H -5.51186 4.48023 0.35482
H -4.71472 3.57812 -0.92196
H -2.35241 6.05893 0.73164
H -4.06288 6.27647 0.55032
H -2.07683 5.57322 -1.65745
H -3.09856 6.98680 -1.49946
H -3.82729 5.43686 -1.89282
H -2.51040 2.57597 1.27158
H -1.45601 3.92188 1.01174
H -2.79660 2.45072 -1.33384
H -1.25299 1.97190 -0.63041
H -1.40533 3.54082 -1.39964
*
```

Entry 6:
Formula: C2H2N4O
Source: the OMol25 dataset
Level of theory: the ωB97M-V functional and the def2-TZVPD basis

LUMO = -2.01 eV
structure (SMILES) = OC=C1N=NN=N1
gap between HOMO and LUMO = 8.240 eV
HOMO level = -10.3 eV
energy above the lowest of the compared OMol25 structures with the same formula, charge and spin = 265.7 kJ/mol

ORCA input file:
```
! wB97M-V def2-TZVPD RIJCOSX def2/J DEFGRID3
* xyz 0 1
C 1.52907 0.44744 0.07851
C 0.18782 0.10443 0.02429
H 3.39957 0.08336 0.48647
H 1.53798 1.65118 0.06078
N -0.86238 1.12892 -0.05180
N -2.00108 0.47885 -0.01560
N -1.76216 -0.76112 0.03233
N -0.54798 -1.16530 0.00987
O 2.62203 -0.35190 -0.12345
*
```